The following is a quantum chemistry calculation of a 16-piece molecular cluster, C80H204N12O32 overall, from the Open Molecules 2025 dataset.

Last column: Löwdin charge in e.
Geometry (Å):
C1 -0.062 -0.299 -0.787  -0.25
C2 -1.044 0.695 -1.365  -0.22
O1 -2.017 1.039 -0.412  -0.07
O2 -0.672 -1.522 -0.710  -0.06
H1 0.244 -0.113 0.242  0.10
H2 0.877 -0.307 -1.340  0.11
H3 -1.508 0.215 -2.227  0.11
H4 -0.563 1.630 -1.651  0.12
H5 -1.544 1.576 0.227  0.04
H6 -1.490 -1.400 -0.223  0.05
C3 2.798 0.414 -3.388  -0.21
C4 4.352 0.031 -3.141  -0.19
O3 4.466 -0.624 -1.922  -0.09
O4 2.738 0.920 -4.696  -0.11
H7 2.338 1.013 -2.602  0.10
H8 2.169 -0.476 -3.373  0.09
H9 4.892 0.977 -3.171  0.11
H10 4.570 -0.689 -3.929  0.11
H11 4.412 0.100 -1.294  0.03
H12 2.700 0.173 -5.297  0.05
C5 -0.816 1.554 -5.324  -0.23
C6 -0.096 2.923 -5.352  -0.20
O5 0.937 3.012 -4.367  -0.08
O6 0.106 0.515 -5.489  -0.06
H13 -1.509 1.559 -6.165  0.11
H14 -1.363 1.485 -4.384  0.09
H15 -0.850 3.698 -5.213  0.11
H16 0.340 3.146 -6.325  0.11
H17 1.650 2.386 -4.514  0.02
H18 -0.039 0.031 -6.305  0.04
C7 4.443 -1.266 2.055  -0.26
C8 5.397 -0.841 3.211  -0.22
O7 5.032 0.382 3.814  -0.07
O8 4.836 -2.478 1.577  -0.06
H19 4.381 -0.522 1.262  0.10
H20 3.444 -1.386 2.474  0.10
H21 6.389 -0.762 2.767  0.09
H22 5.375 -1.570 4.021  0.11
H23 5.306 0.190 4.714  0.08
H24 4.128 -2.958 1.139  0.03
C9 2.161 -2.536 4.943  -0.05
O9 2.270 -3.949 5.308  -0.19
C10 3.568 -4.419 5.239  -0.26
C11 3.666 -5.805 5.953  -0.16
N1 3.563 -5.586 7.442  -0.05
C12 3.785 -6.852 8.150  -0.24
C13 3.826 -6.632 9.655  -0.27
O10 4.182 -7.730 10.426  -0.18
C14 3.228 -8.776 10.495  -0.10
H25 2.929 -1.940 5.436  0.09
H26 1.194 -2.234 5.344  0.07
H27 2.133 -2.481 3.854  0.06
H28 4.343 -3.758 5.627  0.11
H29 3.768 -4.574 4.179  0.12
H30 4.633 -6.281 5.792  0.11
H31 2.874 -6.460 5.588  0.12
H32 4.260 -4.883 7.640  0.10
H33 4.685 -7.400 7.869  0.12
H34 2.966 -7.565 8.052  0.11
H35 2.870 -6.159 9.878  0.12
H36 4.620 -5.901 9.812  0.12
H37 3.433 -9.338 11.406  0.09
H38 3.303 -9.427 9.624  0.08
H39 2.226 -8.352 10.560  0.09
C15 -0.375 -5.180 -4.416  -0.16
O11 0.472 -4.126 -4.407  -0.19
C16 1.626 -4.269 -5.208  -0.18
C17 2.575 -3.027 -4.917  -0.16
N2 2.293 -1.912 -5.799  -0.03
C18 2.685 -2.277 -7.169  -0.18
C19 2.374 -1.070 -8.063  -0.20
O12 0.987 -0.701 -8.109  -0.23
C20 0.869 0.584 -8.726  -0.10
H40 -1.419 -4.893 -4.290  0.08
H41 -0.111 -5.982 -3.727  0.09
H42 -0.363 -5.696 -5.376  0.08
H43 1.369 -4.370 -6.262  0.10
H44 2.106 -5.229 -5.016  0.11
H45 3.579 -3.386 -5.140  0.11
H46 2.384 -2.764 -3.877  0.11
H47 1.291 -1.785 -5.789  0.10
H48 2.234 -3.137 -7.664  0.10
H49 3.733 -2.570 -7.233  0.13
H50 2.725 -1.210 -9.085  0.12
H51 2.951 -0.210 -7.725  0.12
H52 -0.128 1.019 -8.649  0.09
H53 1.175 0.563 -9.772  0.09
H54 1.456 1.320 -8.176  0.09
C21 -3.284 -2.133 -2.868  -0.10
O13 -3.786 -1.911 -4.170  -0.18
C22 -3.008 -0.920 -4.839  -0.24
C23 -3.476 -0.864 -6.277  -0.19
N3 -3.257 -2.099 -7.056  -0.04
C24 -1.858 -2.474 -7.119  -0.21
C25 -1.636 -3.605 -8.154  -0.20
O14 -1.901 -3.277 -9.499  -0.20
C26 -1.096 -2.289 -10.165  -0.07
H55 -3.928 -2.919 -2.472  0.08
H56 -3.344 -1.268 -2.207  0.07
H57 -2.293 -2.582 -2.801  0.09
H58 -1.942 -1.138 -4.775  0.11
H59 -3.138 0.062 -4.385  0.08
H60 -3.107 0.005 -6.821  0.11
H61 -4.563 -0.781 -6.253  0.11
H62 -3.652 -2.847 -6.505  0.10
H63 -1.457 -2.789 -6.156  0.10
H64 -1.355 -1.540 -7.372  0.10
H65 -2.054 -4.566 -7.853  0.12
H66 -0.561 -3.775 -8.097  0.09
H67 -1.384 -1.286 -9.850  0.08
H68 -1.280 -2.358 -11.237  0.09
H69 -0.088 -2.634 -9.933  0.08
C27 4.071 2.050 0.460  -0.09
O15 4.972 1.114 -0.094  -0.25
C28 6.377 1.387 0.254  -0.11
C29 7.259 0.762 -0.832  -0.20
N4 7.371 -0.681 -0.965  -0.04
C30 7.781 -1.444 0.166  -0.19
C31 9.041 -0.931 0.933  -0.17
O16 8.682 0.202 1.720  -0.22
C32 9.726 0.683 2.538  -0.11
H70 4.317 3.040 0.074  0.08
H71 4.228 2.172 1.531  0.07
H72 3.018 1.771 0.421  0.10
H73 6.520 1.094 1.294  0.11
H74 6.604 2.449 0.157  0.11
H75 8.263 1.180 -0.760  0.10
H76 6.953 1.101 -1.822  0.10
H77 6.455 -1.002 -1.242  0.08
H78 7.945 -2.471 -0.159  0.12
H79 6.937 -1.474 0.855  0.09
H80 9.763 -0.574 0.199  0.12
H81 9.525 -1.690 1.548  0.12
H82 10.069 -0.033 3.284  0.08
H83 9.479 1.513 3.201  0.08
H84 10.582 1.016 1.951  0.09
C33 9.757 4.972 -1.494  -0.08
O17 9.791 3.842 -2.423  -0.19
C34 8.479 3.269 -2.589  -0.22
C35 7.619 4.123 -3.507  -0.21
N5 6.199 3.841 -3.270  -0.05
C36 5.472 4.899 -3.945  -0.20
C37 4.017 4.722 -3.471  -0.20
O18 3.771 4.741 -2.064  -0.20
C38 2.462 4.414 -1.612  -0.08
H85 9.200 4.664 -0.609  0.08
H86 9.324 5.880 -1.912  0.07
H87 10.759 5.275 -1.191  0.08
H88 8.094 3.058 -1.591  0.08
H89 8.564 2.281 -3.043  0.12
H90 7.921 3.942 -4.539  0.13
H91 7.888 5.153 -3.274  0.10
H92 6.055 4.003 -2.284  0.10
H93 5.642 4.795 -5.017  0.13
H94 5.903 5.851 -3.633  0.11
H95 3.673 3.767 -3.868  0.11
H96 3.359 5.428 -3.978  0.12
H97 2.173 3.415 -1.938  0.07
H98 1.758 5.066 -2.130  0.06
H99 2.421 4.548 -0.531  0.07
C39 -5.954 0.868 5.992  -0.11
O19 -4.724 1.399 6.426  -0.19
C40 -3.653 1.051 5.536  -0.20
C41 -2.262 1.622 5.970  -0.15
N6 -1.930 1.102 7.310  -0.05
C42 -1.389 -0.237 7.243  -0.24
C43 -1.454 -0.809 8.649  -0.21
O20 -2.793 -0.980 9.052  -0.21
C44 -3.704 -1.839 8.350  -0.08
H100 -5.864 -0.167 5.662  0.09
H101 -6.269 1.503 5.164  0.07
H102 -6.772 1.024 6.696  0.08
H103 -3.888 1.443 4.547  0.10
H104 -3.538 -0.022 5.381  0.09
H105 -2.326 2.703 6.098  0.10
H106 -1.451 1.416 5.272  0.09
H107 -2.768 0.999 7.863  0.09
H108 -0.358 -0.230 6.888  0.11
H109 -1.948 -0.853 6.540  0.09
H110 -1.096 -0.132 9.424  0.13
H111 -0.906 -1.750 8.700  0.12
H112 -3.922 -1.592 7.311  0.06
H113 -4.631 -1.665 8.896  0.10
H114 -3.289 -2.838 8.215  0.09
C45 -7.825 0.289 -1.895  -0.12
O21 -7.086 1.291 -2.574  -0.18
C46 -6.203 0.604 -3.499  -0.19
C47 -5.561 1.619 -4.503  -0.16
N7 -5.107 2.904 -3.864  -0.02
C48 -4.120 2.561 -2.813  -0.18
C49 -3.432 3.896 -2.314  -0.18
O22 -4.438 4.598 -1.576  -0.18
C50 -3.926 5.681 -0.861  -0.13
H115 -8.210 0.776 -0.999  0.09
H116 -7.273 -0.487 -1.365  0.07
H117 -8.583 -0.214 -2.496  0.09
H118 -6.849 -0.084 -4.045  0.11
H119 -5.442 0.061 -2.939  0.11
H120 -6.338 1.929 -5.202  0.11
H121 -4.766 1.185 -5.110  0.08
H122 -5.925 3.209 -3.357  0.09
H123 -3.326 1.880 -3.120  0.09
H124 -4.552 2.045 -1.956  0.11
H125 -3.011 4.448 -3.155  0.11
H126 -2.603 3.680 -1.640  0.09
H127 -3.843 6.606 -1.432  0.09
H128 -2.964 5.370 -0.455  0.06
H129 -4.475 5.934 0.046  0.08
C51 -9.505 2.147 6.334  -0.13
O23 -8.368 2.724 5.761  -0.23
C52 -8.315 4.177 5.890  -0.19
C53 -6.871 4.663 5.802  -0.21
N8 -6.362 4.493 4.417  -0.04
C54 -4.944 4.949 4.286  -0.18
C55 -4.392 4.607 2.869  -0.19
O24 -4.326 3.179 2.679  -0.18
C56 -4.232 2.845 1.301  -0.09
H130 -9.403 2.385 7.392  0.09
H131 -9.476 1.059 6.283  0.08
H132 -10.452 2.452 5.888  0.09
H133 -8.789 4.532 6.805  0.12
H134 -8.827 4.647 5.050  0.12
H135 -6.249 4.252 6.597  0.12
H136 -6.889 5.732 6.014  0.11
H137 -6.401 3.511 4.183  0.08
H138 -4.338 4.489 5.067  0.10
H139 -4.884 6.027 4.441  0.11
H140 -3.400 5.053 2.949  0.11
H141 -4.994 5.110 2.113  0.11
H142 -3.446 3.394 0.782  0.07
H143 -5.125 3.002 0.696  0.09
H144 -4.144 1.760 1.234  0.08
C57 -3.125 -5.444 -0.778  -0.13
O25 -4.356 -4.938 -0.588  -0.22
C58 -5.070 -5.334 0.588  -0.19
C59 -6.543 -5.110 0.373  -0.19
N9 -6.860 -3.671 0.106  -0.04
C60 -8.177 -3.550 -0.465  -0.20
C61 -8.161 -3.806 -2.024  -0.20
O26 -7.103 -3.027 -2.580  -0.23
C62 -7.138 -3.072 -4.053  -0.06
H145 -3.219 -6.526 -0.873  0.10
H146 -2.469 -5.219 0.062  0.08
H147 -2.689 -5.044 -1.694  0.09
H148 -4.651 -4.731 1.394  0.12
H149 -4.866 -6.386 0.787  0.12
H150 -7.138 -5.462 1.215  0.12
H151 -6.794 -5.788 -0.442  0.11
H152 -6.222 -3.416 -0.634  0.07
H153 -8.575 -2.568 -0.208  0.10
H154 -8.909 -4.190 0.028  0.11
H155 -9.174 -3.670 -2.403  0.12
H156 -7.837 -4.828 -2.220  0.11
H157 -6.993 -4.079 -4.443  0.09
H158 -6.331 -2.458 -4.454  0.06
H159 -8.085 -2.615 -4.342  0.08
C63 3.469 5.243 2.925  -0.11
O27 3.139 6.271 2.028  -0.22
C64 3.025 7.620 2.555  -0.19
C65 2.322 8.359 1.460  -0.19
N10 0.913 7.900 1.378  -0.06
C66 0.033 8.636 0.461  -0.19
C67 -1.171 7.718 0.043  -0.19
O28 -0.700 6.525 -0.594  -0.23
C68 -0.658 6.607 -2.007  -0.10
H160 4.358 5.417 3.531  0.09
H161 3.600 4.327 2.349  0.07
H162 2.650 5.102 3.630  0.08
H163 4.049 7.951 2.727  0.12
H164 2.588 7.569 3.553  0.12
H165 2.757 8.143 0.484  0.12
H166 2.307 9.433 1.650  0.12
H167 0.918 6.917 1.148  0.08
H168 0.520 8.990 -0.448  0.11
H169 -0.421 9.479 0.982  0.11
H170 -1.803 8.281 -0.645  0.11
H171 -1.843 7.450 0.858  0.12
H172 -0.115 5.833 -2.548  0.07
H173 -0.235 7.550 -2.355  0.09
H174 -1.658 6.499 -2.428  0.07
C69 -3.937 -1.545 0.564  -0.07
O29 -2.668 -1.386 1.195  -0.23
C70 -2.668 -1.821 2.550  -0.18
C71 -1.364 -1.312 3.147  -0.18
N11 -1.249 0.139 3.009  -0.04
C72 0.070 0.624 3.014  -0.22
C73 0.205 2.103 2.662  -0.20
O30 -0.234 2.424 1.356  -0.22
C74 -0.150 3.902 1.088  -0.01
H175 -4.758 -1.397 1.265  0.10
H176 -4.073 -2.503 0.062  0.07
H177 -4.038 -0.720 -0.140  0.08
H178 -2.734 -2.908 2.572  0.12
H179 -3.477 -1.498 3.206  0.12
H180 -0.538 -1.812 2.642  0.10
H181 -1.243 -1.575 4.197  0.11
H182 -1.636 0.183 2.078  0.08
H183 0.617 0.081 2.243  0.10
H184 0.501 0.334 3.972  0.12
H185 1.285 2.232 2.743  0.11
H186 -0.260 2.862 3.292  0.12
H187 -0.549 4.498 1.908  0.08
H188 -0.699 4.133 0.174  0.07
H189 0.904 4.176 1.134  0.07
C75 -0.092 -5.751 2.260  -0.09
O31 0.303 -5.739 0.902  -0.18
C76 0.235 -4.453 0.347  -0.21
C77 1.449 -3.559 0.823  -0.19
N12 2.750 -4.023 0.430  -0.05
C78 3.028 -3.552 -0.901  -0.19
C79 4.493 -4.009 -1.300  -0.17
O32 4.620 -5.414 -1.358  -0.19
C80 3.886 -6.060 -2.352  -0.10
H190 -1.001 -5.178 2.437  0.08
H191 0.784 -5.415 2.815  0.08
H192 -0.316 -6.782 2.535  0.09
H193 -0.674 -3.917 0.620  0.09
H194 0.218 -4.393 -0.741  0.11
H195 1.405 -3.506 1.911  0.08
H196 1.262 -2.503 0.626  0.10
H197 2.756 -5.032 0.453  0.13
H198 2.802 -2.524 -1.182  0.11
H199 2.272 -3.884 -1.613  0.09
H200 5.268 -3.508 -0.720  0.11
H201 4.820 -3.614 -2.262  0.11
H202 4.205 -7.102 -2.377  0.10
H203 4.201 -5.567 -3.272  0.08
H204 2.829 -5.906 -2.133  0.08

The largest force on an atom comes out at 0.0676 Eh/bohr. The HOMO energy is -8.149 eV. The relative energy (zero: lowest compared OMol25 entry of this formula, charge and spin) comes out at 0.0 kcal per mole.

The following is a quantum chemistry calculation of a 11-piece molecular cluster, C6H35NO10S overall, from the Open Molecules 2025 dataset.

Last column: Löwdin charge in e.
Geometry (Å):
C1 -1.068 -0.503 0.413  -0.21
C2 -1.524 -1.879 1.078  -0.50
S1 -3.362 -2.190 1.500  0.73
C3 0.402 -0.660 -0.094  -0.17
N1 1.077 -1.228 1.172  -0.20
C4 1.802 -0.063 1.819  -0.24
C5 1.108 0.113 3.190  -0.08
C6 2.048 -2.429 0.987  -0.05
H1 -1.193 0.407 1.166  0.13
H2 -1.688 -0.146 -0.477  0.10
H3 -1.171 -2.887 0.821  0.00
H4 -1.247 -1.673 2.103  0.02
H5 -3.712 -1.032 1.239  -0.28
H6 0.323 -1.521 -0.970  0.12
H7 0.876 0.135 -0.694  0.11
H8 2.767 -0.299 2.024  0.06
H9 1.735 0.882 1.229  0.10
H10 1.415 -0.777 3.959  0.13
H11 1.435 1.122 3.538  0.05
H12 0.045 0.072 2.926  0.05
H13 1.770 -3.105 0.255  0.03
H14 3.041 -2.017 0.751  0.07
H15 2.188 -2.894 2.062  0.12
H16 -0.177 -4.402 1.005  0.01
H17 0.024 -3.244 2.045  0.02
O1 -0.106 -4.236 1.975  -0.11
H18 -0.285 -2.670 -4.143  0.00
H19 -0.203 -3.525 -2.910  0.00
O2 -0.222 -2.652 -3.244  0.00
H20 -0.854 1.206 -3.874  0.01
H21 -0.803 -0.171 -3.439  0.01
O3 -1.452 0.538 -3.544  -0.05
H22 -4.495 0.071 -0.507  0.07
H23 -3.667 1.430 -0.071  -0.07
O4 -4.409 1.048 -0.316  -0.02
H24 1.291 3.519 1.530  -0.02
H25 0.830 2.681 2.797  0.06
O5 0.600 3.442 2.169  -0.07
H26 -1.249 -4.366 -1.155  0.04
H27 -0.561 -2.969 -0.814  0.06
O6 -0.448 -3.991 -0.878  -0.07
H28 -1.326 3.617 -3.322  0.04
H29 -0.815 3.925 -1.816  0.05
O7 -0.667 4.080 -2.799  -0.07
H30 0.335 2.997 0.038  -0.05
H31 -0.887 3.449 0.891  0.05
O8 -0.573 3.183 0.013  -0.05
H32 3.012 3.565 0.238  0.07
H33 2.131 3.434 -1.036  -0.01
O9 2.156 3.334 -0.092  -0.05
H34 2.519 2.569 -3.164  0.12
H35 1.175 3.347 -2.837  -0.07
O10 2.055 3.360 -2.737  -0.01

The largest force on an atom comes out at 0.1624 Eh/bohr. The HOMO energy is -8.779 eV. Its SMILES is CCN(C)CCCS.O.O.O.O.O.O.O.O.O.O. The relative energy (zero: lowest compared OMol25 entry of this formula, charge and spin) comes out at 143.7 kcal per mole.